C3H8N2O2 | wB97M-V/def2-TZVPD

```
15
Properties=species:S:1:pos:R:3
N -1.644 -0.130 1.352
C -1.272 -0.049 -0.038
O -2.134 -0.246 -0.895
C 0.272 0.499 -0.109
N 0.688 0.702 -1.413
C 1.224 -0.609 0.593
O 2.533 -0.129 0.413
H -2.593 -0.387 1.494
H -1.166 0.373 2.097
H 0.296 1.502 0.467
H 0.441 -0.069 -1.952
H 0.093 1.523 -1.790
H 1.080 -0.907 1.636
H 1.091 -1.556 0.012
H 2.923 -0.521 -0.353
```

Results
- Lowest unoccupied orbital energy: 0.7822 eV
- Relative energy (zero: lowest compared OMol25 entry of this formula, charge and spin): 39.7 kcal per mole
- Strongest force on any atom: 0.0807 hartree/bohr
- HOMO-LUMO gap: 10.16 eV

Electronic structure analysis, Löwdin charges in units of e: 0.116 -0.411 0.035 -0.329 0.030 -0.211 -0.069 0.075 0.094 0.167 0.055 0.139 0.108 0.128 0.072


C4H9NO3S3 | wB97M-V/def2-TZVPD

```
20
Properties=species:S:1:pos:R:3
C 3.227 -0.098 -0.614
O 1.889 0.389 -0.687
C 0.959 -0.566 -0.409
S 1.207 -2.178 -0.140
O -0.243 -0.086 -0.391
S -0.611 1.552 -0.564
C -2.504 1.570 -0.450
N 0.036 2.351 0.587
O -0.108 1.981 -1.829
H 3.438 -0.612 -1.524
H 3.494 -0.611 0.240
H 3.880 0.832 -0.511
H -2.754 0.972 0.396
H -2.664 2.557 -0.500
H -2.912 1.043 -1.267
H -0.199 2.229 1.507
C -1.308 -2.519 1.275
S -1.500 -1.153 2.112
H -1.782 -2.754 0.398
H -0.681 -3.238 1.667
```

Results
- Lowest unoccupied orbital energy: -0.1803 eV
- Strongest force on any atom: 0.0990 hartree/bohr
- HOMO-LUMO gap: 8.62 eV

Electronic structure analysis, Löwdin charges in units of e: -0.093 -0.106 -0.898 0.809 -0.263 0.728 -0.049 -0.143 -0.284 0.087 0.045 0.127 0.021 0.018 0.055 -0.020 -0.605 0.633 -0.019 -0.044


C22H30Br2N4O5PS3Sc | wB97M-V/def2-TZVPD

```
68
Properties=species:S:1:pos:R:3
Sc -0.289 0.528 0.599
Br -3.602 -3.302 0.568
C -4.021 -1.454 0.374
C -5.348 -1.052 0.335
C -5.630 0.294 0.208
Br -7.468 0.805 0.160
C -4.629 1.280 0.121
C -4.843 2.684 -0.003
C -3.715 3.523 -0.083
C -2.448 3.015 -0.039
N -2.186 1.668 0.089
C -3.289 0.821 0.165
C -2.976 -0.540 0.284
O -1.690 -0.882 0.328
H -6.141 -1.781 0.406
H -5.846 3.082 -0.035
H -3.838 4.595 -0.180
H -1.588 3.665 -0.102
C 2.172 5.632 0.537
C 2.946 4.483 1.151
O 3.306 3.507 0.162
P 2.432 2.159 -0.040
S 2.302 1.191 1.669
S 0.714 2.587 -0.937
O 3.419 1.350 -0.997
C 3.482 1.569 -2.414
C 4.348 2.761 -2.769
H 1.921 6.360 1.313
H 1.249 5.272 0.084
H 2.765 6.130 -0.232
H 2.375 4.003 1.948
H 3.887 4.833 1.574
H 2.470 1.684 -2.799
H 3.900 0.648 -2.819
H 3.899 3.687 -2.413
H 4.468 2.815 -3.853
H 5.334 2.664 -2.311
O 0.713 -2.811 3.195
C 1.000 -2.572 2.037
C 1.771 -3.542 1.141
C 1.888 -2.808 -0.192
C 1.161 -1.524 0.099
O 0.966 -0.607 -0.737
N 0.711 -1.416 1.351
H 1.215 -4.476 1.082
H 2.733 -3.751 1.609
H 1.404 -3.313 -1.028
H 2.913 -2.575 -0.485
C 1.856 -0.160 4.876
N 0.718 0.762 4.846
C 1.104 2.156 5.011
C -0.402 0.435 4.126
S -1.124 1.538 3.032
N -0.920 -0.773 4.333
C -0.644 -1.579 5.513
C -1.901 -1.365 3.420
H 2.665 0.259 4.273
H 1.584 -1.119 4.444
H 2.218 -0.301 5.898
H 1.592 2.257 5.984
H 0.228 2.793 4.978
H 1.798 2.474 4.228
H -0.192 -0.971 6.290
H 0.009 -2.417 5.269
H -1.594 -1.970 5.878
H -1.721 -1.052 2.399
H -2.916 -1.083 3.705
H -1.784 -2.445 3.468
```

Results
- Lowest unoccupied orbital energy (spin up / spin down): 2.4997 / 2.4990 eV
- Relative energy (zero: lowest compared OMol25 entry of this formula, charge and spin): 0.0 kcal per mole
- Spin multiplicity: 2
- Net charge: -1
- Strongest force on any atom: 0.0243 hartree/bohr
- HOMO-LUMO gap (spin up / spin down): 4.55 / 6.86 eV

Electronic structure analysis, Löwdin charges in units of e: 0.666 0.713 -0.611 -0.209 -0.631 0.690 -0.213 -0.084 -0.115 -0.213 -0.073 -0.175 -0.406 -0.244 0.081 0.050 0.088 0.043 -0.085 -0.303 -0.341 -0.098 0.405 0.407 -0.330 -0.297 -0.081 0.075 0.042 0.074 0.078 0.113 0.074 0.116 0.065 0.074 0.079 0.029 -0.443 -0.070 -0.062 -0.524 -0.094 0.071 0.119 0.117 0.126 0.125 -0.070 -0.206 -0.107 -0.712 0.709 -0.175 -0.048 -0.072 0.050 0.063 0.088 0.085 0.056 0.050 0.087 0.076 0.094 0.023 0.105 0.087


C4H12N2 | wB97M-V/def2-TZVPD

```
18
Properties=species:S:1:pos:R:3
C 2.096 -0.721 -0.967
N 1.394 -0.343 0.305
C 0.374 0.784 -0.180
C -0.949 0.446 0.573
C -2.110 0.785 -0.432
N -0.937 -0.952 1.067
H 1.351 -1.403 -1.330
H 2.228 0.130 -1.669
H 2.961 -1.446 -0.778
H 2.121 0.187 0.799
H 0.790 1.687 -0.030
H 0.160 0.574 -1.179
H -1.041 1.195 1.314
H -3.162 0.884 0.070
H -2.050 0.269 -1.458
H -1.954 1.941 -0.872
H 0.054 -1.157 1.307
H -1.123 -1.559 0.258
```

Results
- Lowest unoccupied orbital energy: 0.9859 eV
- Relative energy (zero: lowest compared OMol25 entry of this formula, charge and spin): 56.7 kcal per mole
- Strongest force on any atom: 0.1224 hartree/bohr
- HOMO-LUMO gap: 9.83 eV

Electronic structure analysis, Löwdin charges in units of e: -0.145 -0.143 -0.141 -0.441 -0.105 0.010 0.056 0.081 0.097 0.090 0.074 0.064 0.100 0.090 0.078 0.118 0.052 0.067


C20H71BrN33O16S2 | wB97M-V/def2-TZVPD

```
143
Properties=species:S:1:pos:R:3
C 1.243 -2.094 -1.571
C 0.775 -0.642 -1.664
C -0.440 -0.529 -0.776
Br -0.851 1.297 -0.367
S -1.801 -1.448 -1.568
N -3.004 -0.335 -2.032
C -4.066 -0.928 -2.063
S -5.377 -1.663 -1.995
H 2.174 -2.112 -1.048
H 1.331 -2.511 -2.550
H 0.556 -2.691 -0.985
H 0.454 -0.393 -2.661
H 1.542 0.037 -1.353
H -0.210 -1.036 0.145
H -1.242 -1.875 -2.722
C 1.975 0.892 2.546
O 2.243 -0.068 1.821
N 0.847 1.647 2.295
N 2.725 1.277 3.591
H 0.554 2.438 2.840
H 0.315 1.371 1.493
H 3.561 0.750 3.787
H 2.500 2.063 4.181
C -3.865 -0.956 -6.262
O -2.860 -1.600 -6.523
N -4.181 -0.639 -4.964
N -4.730 -0.513 -7.209
H -4.991 -0.104 -4.710
H -3.570 -0.956 -4.248
H -4.518 -0.732 -8.165
H -5.560 0.013 -7.013
C 2.004 4.320 -0.265
O 0.787 4.244 -0.429
N 2.650 3.555 0.655
N 2.781 5.163 -1.005
H 3.640 3.564 0.809
H 2.063 2.935 1.192
H 2.319 5.731 -1.692
H 3.773 5.241 -0.895
C 3.357 -4.457 1.443
O 3.959 -5.516 1.366
N 3.914 -3.264 1.100
N 2.055 -4.390 1.886
H 3.427 -2.387 1.164
H 4.870 -3.271 0.767
H 1.615 -5.251 2.147
H 1.538 -3.534 1.964
C 6.816 1.244 4.012
O 5.615 1.359 3.814
N 7.324 0.275 4.825
N 7.736 2.082 3.450
H 8.303 0.164 5.021
H 6.673 -0.357 5.252
H 7.391 2.809 2.853
H 8.723 2.006 3.607
C -0.501 4.116 -4.196
O -0.405 5.325 -4.246
N -1.084 3.384 -5.204
N -0.038 3.382 -3.135
H -1.174 2.386 -5.189
H -1.431 3.892 -5.995
H 0.396 3.886 -2.373
H -0.109 2.386 -3.078
C 7.642 -2.925 0.054
O 6.466 -2.884 -0.275
N 8.122 -3.881 0.900
N 8.558 -2.020 -0.402
H 9.080 -3.938 1.186
H 7.467 -4.559 1.246
H 8.228 -1.309 -1.026
H 9.526 -2.035 -0.147
C 1.939 3.523 7.100
O 2.507 3.109 6.096
N 0.896 2.872 7.677
N 2.324 4.682 7.718
H 0.414 3.190 8.498
H 0.589 2.020 7.249
H 3.090 5.186 7.314
H 1.878 5.045 8.539
C -2.687 -2.085 2.078
O -1.766 -2.524 1.393
N -3.604 -2.896 2.676
N -2.849 -0.749 2.270
H -4.361 -2.555 3.237
H -3.500 -3.885 2.544
H -2.163 -0.181 1.821
H -3.588 -0.325 2.799
C -2.601 -4.317 -10.013
O -2.143 -5.214 -10.695
N -3.632 -3.522 -10.446
N -2.128 -4.029 -8.761
H -4.027 -2.780 -9.903
H -4.001 -3.708 -11.359
H -1.377 -4.596 -8.420
H -2.488 -3.293 -8.178
C -9.215 -0.194 -0.092
O -9.110 0.730 -0.878
N -10.355 -0.413 0.636
N -8.201 -1.087 0.126
H -10.463 -1.167 1.287
H -11.116 0.224 0.497
H -7.348 -0.948 -0.397
H -8.265 -1.856 0.764
C -5.142 2.267 0.320
O -5.271 1.087 0.635
N -4.064 2.683 -0.399
N -6.040 3.226 0.653
H -3.899 3.629 -0.687
H -3.411 1.967 -0.639
H -6.848 2.940 1.172
H -5.941 4.190 0.398
C -7.413 1.158 -9.785
O -6.879 0.064 -9.867
N -6.714 2.327 -9.922
N -8.752 1.300 -9.551
H -7.133 3.235 -9.861
H -5.730 2.256 -10.100
H -9.291 0.461 -9.450
H -9.213 2.187 -9.482
C 2.734 -4.389 -4.831
O 2.313 -3.415 -4.222
N 2.229 -4.767 -6.043
N 3.741 -5.166 -4.342
H 2.559 -5.560 -6.558
H 1.489 -4.211 -6.427
H 4.130 -4.909 -3.453
H 4.105 -5.968 -4.820
C 7.600 1.405 8.200
O 8.506 0.722 7.750
N 7.589 1.835 9.500
N 6.531 1.790 7.442
H 6.858 2.396 9.893
H 8.363 1.567 10.079
H 6.526 1.481 6.486
H 5.773 2.350 7.783
C -0.984 1.127 10.320
O -1.073 1.969 9.438
N -1.922 1.002 11.303
N 0.061 0.249 10.387
H -1.870 0.321 12.036
H -2.699 1.634 11.278
H 0.767 0.319 9.679
H 0.155 -0.448 11.101
```

Results
- Lowest unoccupied orbital energy: -4.0044 eV
- Relative energy (zero: lowest compared OMol25 entry of this formula, charge and spin): 16.7 kcal per mole
- Net charge: +1
- Strongest force on any atom: 0.0570 hartree/bohr
- HOMO-LUMO gap: 6.46 eV

Atom charges from the Löwdin analysis, given in e for atoms 1 to 99: -0.066 -0.319 -0.862 0.962 1.154 -0.209 -0.926 1.011 0.079 0.040 0.073 0.096 0.110 0.049 0.055 -0.680 -0.004 0.108 0.194 0.111 -0.069 0.079 0.068 -0.662 0.017 0.144 0.178 0.092 0.028 0.097 0.099 -0.660 -0.039 0.180 0.166 0.104 0.051 0.109 0.098 -0.687 0.007 0.167 0.145 0.071 0.050 0.093 0.081 -0.675 0.013 0.153 0.163 0.102 0.115 0.101 0.098 -0.682 0.030 0.142 0.150 0.081 0.098 0.049 0.048 -0.661 0.011 0.163 0.153 0.095 0.109 0.102 0.093 -0.672 -0.002 0.159 0.152 0.068 0.100 0.100 0.095 -0.669 -0.023 0.165 0.183 0.099 0.107 0.055 0.105 -0.686 0.023 0.149 0.153 0.079 0.101 0.093 0.056 -0.683 0.021 0.149 0.146


C3H14O3S | wB97M-V/def2-TZVPD

```
21
Properties=species:S:1:pos:R:3
C 0.683 0.055 0.768
C -0.088 0.212 -0.459
S -1.655 -0.832 0.013
C -2.812 0.527 0.294
H 1.682 0.554 0.685
H 0.767 -1.032 1.080
H 0.198 0.334 1.731
H 0.485 -0.190 -1.433
H -0.399 1.236 -0.755
H -2.439 1.184 1.116
H -2.977 1.137 -0.726
H -3.753 0.115 0.562
H -4.047 -3.904 -1.380
H -5.529 -4.353 -1.957
O -5.012 -3.936 -1.208
H 2.914 1.449 1.818
H 4.265 0.808 2.054
O 3.871 1.498 1.524
H 4.469 2.021 -1.951
H 4.463 1.678 -0.491
O 4.915 1.440 -1.285
```

Results
- Lowest unoccupied orbital energy (spin up / spin down): -4.0132 / -8.5162 eV
- Relative energy (zero: lowest compared OMol25 entry of this formula, charge and spin): 35.9 kcal per mole
- Spin multiplicity: 2
- Net charge: +1
- Strongest force on any atom: 0.0681 hartree/bohr
- HOMO-LUMO gap (spin up / spin down): 9.34 / 4.84 eV

Electronic structure analysis, Löwdin charges in units of e: -0.218 -0.397 1.136 -0.319 0.085 0.103 0.094 0.161 0.097 0.087 0.137 0.030 0.031 0.073 -0.103 0.052 0.051 -0.051 0.057 -0.040 -0.067